[1]
Computed, not measured: a structure of composition C28H44AsN6OS5V in a non-equilibrium geometry, with ωB97M-V/def2-TZVPD.

```
86
Properties=species:S:1:pos:R:3:mulliken_spin:R:1
V -0.15 0.28 -0.52 1.852
N -2.13 -0.12 0.16 -0.006
C -3.33 0.63 -0.20 0.025
C -3.42 0.92 -1.72 -0.006
N -2.36 1.67 -2.32 -0.003
C -0.36 1.66 -4.08 0.013
C 0.75 -0.60 -3.08 0.020
N 1.62 -0.07 -2.04 -0.011
C -2.13 2.98 -1.79 -0.006
C -1.19 3.13 -0.57 0.042
N 0.06 2.39 -0.73 0.003
H -2.22 -1.09 -0.14 0.008
H -2.00 -0.10 1.17 -0.005
H -3.34 1.56 0.36 -0.004
H -4.23 0.06 0.08 0.001
H -4.38 1.44 -1.87 -0.001
H -3.47 -0.04 -2.26 -0.003
H 0.72 1.67 -4.21 0.001
H -0.72 2.65 -3.83 0.000
H 1.19 -0.58 -4.09 0.003
H 0.46 -1.62 -2.82 -0.006
H 2.14 0.74 -2.38 0.008
H 2.30 -0.76 -1.72 0.004
H -3.09 3.43 -1.50 0.000
H -1.73 3.63 -2.58 -0.001
H -1.66 2.75 0.35 -0.013
H -0.99 4.20 -0.44 0.002
H 0.63 2.59 0.10 -0.010
H 0.56 2.76 -1.54 0.014
C -1.52 1.62 7.41 0.000
C -0.57 1.26 6.34 0.000
C 0.67 0.70 6.56 0.000
C 1.49 0.40 5.45 -0.001
N 1.09 0.62 4.21 0.003
C -0.10 1.17 3.99 0.006
S -0.65 1.55 2.47 0.013
N -0.92 1.48 5.05 0.001
C 2.85 -0.14 5.66 0.000
H -1.08 1.45 8.39 0.000
H -2.43 1.04 7.33 0.000
H -1.80 2.68 7.34 0.000
H 1.01 0.50 7.56 0.000
H -1.81 1.92 4.84 0.000
H 3.17 -0.01 6.69 0.000
H 3.55 0.35 4.99 0.000
H 2.87 -1.21 5.42 0.000
C -0.48 -0.53 -6.42 0.000
As -1.24 1.10 -5.71 -0.002
C -3.11 0.79 -5.40 0.001
C -1.05 2.45 -7.09 0.000
S -0.86 0.43 -2.80 -0.045
H -0.99 -0.76 -7.36 0.000
H -0.63 -1.35 -5.72 0.000
H 0.59 -0.40 -6.62 0.000
H -3.62 0.66 -6.36 0.000
H -3.54 1.63 -4.86 0.000
H -3.23 -0.12 -4.80 0.000
H -1.49 2.08 -8.02 0.000
H 0.01 2.67 -7.27 0.000
H -1.57 3.37 -6.80 0.000
O 0.50 -0.88 0.33 0.041
C 1.34 -1.80 0.88 -0.019
C 0.64 -2.62 1.95 0.013
C 0.96 -3.86 2.38 0.002
C 0.11 -4.32 3.41 0.000
C -0.83 -3.41 3.76 0.000
S -0.71 -1.97 2.81 -0.002
C 2.53 -1.08 1.47 -0.001
C 2.94 0.18 1.18 0.035
C 4.10 0.55 1.89 0.007
C 4.55 -0.44 2.70 0.000
S 3.56 -1.84 2.63 0.001
C 1.77 -2.75 -0.23 0.018
C 0.92 -3.51 -0.99 0.013
C 1.60 -4.30 -1.93 0.006
C 2.95 -4.13 -1.88 0.000
S 3.42 -3.00 -0.68 0.001
H 1.77 -4.44 1.98 0.000
H 0.21 -5.28 3.88 0.000
H -1.60 -3.47 4.50 0.000
H 2.42 0.83 0.48 -0.006
H 4.59 1.51 1.79 0.000
H 5.41 -0.44 3.34 0.000
H -0.15 -3.51 -0.84 -0.008
H 1.11 -4.98 -2.61 0.000
H 3.71 -4.62 -2.46 0.000
```

Computed properties:
Total charge: +2
Relative energy (zero: lowest compared OMol25 entry of this formula, charge and spin) in eV: 1.240
LUMO level (alpha / beta) in eV: -4.36 / -4.38
Spin multiplicity: 3
Kohn-Sham gap (alpha / beta) in eV: 7.7 / 7.7
Electronic energy in eV: -181426.4304



[2]
Computed, not measured: the ion C4H10NSi with charge +1 in a non-equilibrium geometry, with ωB97M-V/def2-TZVPD.

```
16
Properties=species:S:1:pos:R:3:lowdin_charge:R:1
C -0.45 -0.19 -1.40 -0.047
C 0.99 2.34 1.62 -0.188
C 0.51 -0.75 -2.25 -0.057
C -1.19 -1.64 1.03 -0.160
N 0.28 1.08 1.44 -0.179
Si -0.34 -0.08 0.49 0.700
H -1.18 0.56 -1.84 0.133
H 2.08 2.05 1.71 0.097
H 0.91 3.17 0.92 0.072
H 0.75 2.70 2.62 0.075
H 0.63 -0.59 -3.33 0.128
H 1.41 -1.16 -1.81 0.112
H -0.29 -1.57 -2.27 0.179
H -1.49 -2.10 0.01 0.061
H -0.53 -2.37 1.46 0.038
H -2.08 -1.46 1.59 0.035
```

Computed properties:
Total charge: +1
Relative energy (zero: lowest compared OMol25 entry of this formula, charge and spin) in eV: 4.248
LUMO level (alpha / beta) in eV: -6.73 / -6.73
Kohn-Sham gap (alpha / beta) in eV: 6.5 / 6.5
Electronic energy in eV: -13666.8321



[3]
Computed, not measured: a structure of composition C44H51BCaN9O3P3Te in a non-equilibrium geometry, with ωB97M-V/def2-TZVPD.

```
113
Properties=species:S:1:pos:R:3:mulliken_spin:R:1
Ca -0.44 0.30 0.12 0.039
C -1.78 -1.15 -3.25 0.121
C -2.73 -0.93 -2.12 -0.028
C -4.09 -1.26 -2.08 -0.004
C -4.51 -0.89 -0.82 0.005
N -3.47 -0.35 -0.17 0.054
N -2.35 -0.38 -0.96 -0.116
B -3.31 -0.04 1.37 0.026
N -2.76 1.41 1.61 0.012
C -3.36 2.33 2.38 0.002
C -2.72 3.54 2.21 -0.004
C -1.70 3.27 1.29 -0.065
C -0.74 4.22 0.66 0.160
N -1.72 1.99 0.94 -0.053
N -2.37 -1.16 1.94 -0.001
C -2.83 -2.38 2.26 0.000
C -1.85 -3.04 2.97 0.000
C -0.78 -2.14 3.01 0.000
C 0.50 -2.36 3.75 0.000
N -1.08 -1.00 2.37 0.000
N -4.65 -0.12 2.08 0.000
C -4.86 -0.40 3.39 0.000
C -6.14 -0.05 3.69 0.000
C -6.67 0.47 2.48 0.000
C -8.05 0.99 2.22 0.000
N -5.76 0.44 1.52 0.001
H -2.27 -0.95 -4.20 -0.010
H -1.43 -2.18 -3.28 -0.006
H -0.89 -0.52 -3.17 -0.016
H -4.68 -1.72 -2.86 0.002
H -5.48 -0.94 -0.35 0.000
H -4.22 2.08 2.99 0.000
H -2.96 4.48 2.68 0.000
H -1.25 4.83 -0.09 0.012
H 0.10 3.71 0.20 -0.068
H -0.33 4.91 1.40 0.002
H -3.83 -2.69 2.00 0.000
H -1.89 -4.02 3.39 0.000
H 0.35 -3.15 4.49 0.000
H 0.83 -1.46 4.27 0.000
H 1.31 -2.68 3.09 0.000
H -4.08 -0.82 4.00 0.000
H -6.64 -0.15 4.64 0.000
H -8.58 1.16 3.16 0.000
H -8.63 0.28 1.63 0.000
H -8.01 1.93 1.67 0.000
N 2.47 -1.05 -0.19 0.000
P 1.19 -1.80 -1.13 0.002
C 2.31 -2.36 -2.47 0.000
C 3.07 -1.40 -3.13 -0.001
C 3.96 -1.78 -4.12 0.000
C 4.09 -3.11 -4.48 0.000
C 3.30 -4.07 -3.85 0.000
C 2.41 -3.70 -2.85 0.000
C 0.78 -3.34 -0.26 0.002
C 1.71 -4.09 0.47 0.000
C 1.33 -5.27 1.08 0.000
C 0.02 -5.73 0.96 0.000
C -0.91 -5.00 0.24 0.000
C -0.54 -3.80 -0.35 -0.002
P 2.28 -0.60 1.48 0.000
C 4.02 -0.74 2.02 0.000
C 5.12 -0.48 1.21 0.000
C 6.41 -0.56 1.73 0.000
C 6.60 -0.90 3.06 0.000
C 5.51 -1.16 3.87 0.000
C 4.23 -1.09 3.36 0.000
C 2.13 1.25 1.47 0.001
C 1.47 1.76 2.59 0.002
C 1.56 3.11 2.90 0.000
C 2.31 3.95 2.09 -0.003
C 2.92 3.46 0.94 -0.001
C 2.83 2.11 0.63 -0.001
H 3.37 -1.50 -0.36 0.000
H 2.97 -0.35 -2.87 0.001
H 4.56 -1.02 -4.62 0.000
H 4.79 -3.41 -5.25 0.000
H 3.38 -5.11 -4.14 0.000
H 1.81 -4.45 -2.37 0.000
H 2.73 -3.74 0.56 0.000
H 2.05 -5.85 1.65 0.000
H -0.27 -6.67 1.43 0.000
H -1.94 -5.35 0.16 0.000
H -1.28 -3.21 -0.88 0.001
H 4.99 -0.19 0.17 0.000
H 7.26 -0.36 1.09 0.000
H 7.61 -0.96 3.46 0.000
H 5.66 -1.44 4.91 0.000
H 3.38 -1.31 3.99 0.000
H 0.90 1.09 3.23 0.000
H 1.07 3.50 3.78 0.000
H 2.40 5.00 2.34 0.000
H 3.48 4.12 0.29 0.000
H 3.32 1.72 -0.25 0.000
C -0.33 1.21 -6.14 -0.004
C 0.25 2.26 -5.24 0.025
O 0.53 1.66 -3.94 -0.003
P 0.19 2.25 -2.54 -0.233
O 0.58 1.23 -1.51 -0.029
Te -2.18 2.85 -2.54 1.116
O 1.05 3.53 -2.31 -0.006
C 0.92 4.80 -3.01 0.036
C 1.47 5.88 -2.12 0.002
H -0.54 1.65 -7.12 0.002
H -1.25 0.81 -5.73 0.008
H 0.38 0.39 -6.28 0.001
H -0.44 3.10 -5.12 0.013
H 1.20 2.64 -5.61 0.001
H -0.13 4.97 -3.26 0.001
H 1.48 4.72 -3.94 0.001
H 0.91 5.94 -1.19 0.001
H 1.38 6.85 -2.63 0.000
H 2.52 5.70 -1.90 0.000
```

Computed properties:
Total charge: +1
Relative energy (zero: lowest compared OMol25 entry of this formula, charge and spin) in eV: 0.000
LUMO level (alpha / beta) in eV: -1.87 / -5.17
Spin multiplicity: 2
Kohn-Sham gap (alpha / beta) in eV: 8.7 / 5.4
Electronic energy in eV: -120288.0192



[4]
Computed, not measured: a cluster of 3 separate species, C14H28BNO8S in total in a non-equilibrium geometry, with ωB97M-V/def2-TZVPD.

```
53
Properties=species:S:1:pos:R:3:lowdin_charge:R:1
O -2.38 1.47 3.94 0.187
C -1.31 1.10 3.66 -0.393
O -0.78 1.33 2.37 0.000
C 0.33 0.45 2.19 -0.326
N 1.14 0.56 0.96 0.115
C 1.28 -0.52 0.46 -0.765
S 1.30 -2.00 -0.13 0.759
C 1.05 0.56 3.58 -0.034
C -0.24 0.28 4.44 -0.213
C -0.15 0.39 5.99 -0.025
B 0.78 -0.85 6.47 -0.568
O 2.05 -0.69 7.06 0.124
O 0.29 -2.15 6.24 0.124
H -0.17 -0.55 2.10 0.142
H 1.29 1.65 3.66 0.146
H 1.92 -0.11 3.74 0.133
H -0.47 -0.77 4.15 0.153
H 0.37 1.30 6.35 0.121
H -1.14 0.23 6.47 0.128
H 2.70 -0.53 6.35 0.103
H 0.91 -2.62 5.66 0.110
C -1.69 4.00 1.03 -0.094
O -0.49 4.72 0.77 -0.188
C 0.37 4.03 -0.13 -0.208
C 0.29 4.61 -1.53 -0.203
O -0.98 4.38 -2.13 -0.191
C -1.81 5.53 -2.10 -0.114
H -2.37 4.67 1.56 0.092
H -2.18 3.67 0.11 0.089
H -1.48 3.14 1.67 0.059
H 0.14 2.96 -0.15 0.108
H 1.39 4.14 0.24 0.124
H 1.04 4.11 -2.16 0.123
H 0.53 5.68 -1.52 0.124
H -1.45 6.27 -2.82 0.087
H -1.85 5.97 -1.10 0.084
H -2.81 5.22 -2.39 0.088
C -0.56 -5.20 -3.05 -0.110
O 0.60 -4.40 -3.25 -0.208
C 1.51 -4.99 -4.18 -0.203
C 1.42 -4.32 -5.54 -0.204
O 0.17 -4.58 -6.16 -0.192
C -0.72 -3.48 -6.08 -0.110
H -1.28 -4.60 -2.49 0.089
H -1.01 -5.50 -3.99 0.085
H -0.30 -6.08 -2.46 0.088
H 1.34 -6.06 -4.26 0.126
H 2.52 -4.83 -3.78 0.124
H 2.20 -4.73 -6.18 0.124
H 1.59 -3.24 -5.45 0.126
H -0.40 -2.68 -6.75 0.088
H -0.80 -3.10 -5.06 0.084
H -1.71 -3.83 -6.40 0.089
```

Computed properties:
Relative energy (zero: lowest compared OMol25 entry of this formula, charge and spin) in eV: 0.000
LUMO level in eV: -0.15
SMILES: O=C1O[C@@H](N=C=S)C[C@H]1CB(O)O.COCCOC.COCCOC
Kohn-Sham gap in eV: 8.8
Electronic energy in eV: -44352.1946